# C8H15P

2 unconnected molecules or ions with the total composition C8H15P at a distorted geometry (ωB97M-V with the def2-TZVPD basis set, the Open Molecules 2025 dataset).

Last column: Löwdin charge in e.
Cartesian coordinates (Å):
C (1.30020, -1.69685, 0.91550)  0.042
C (0.93881, -0.95995, -0.09889)  -0.357
C (0.73410, 0.51777, 0.07623)  -0.268
C (-0.42716, 1.09146, 0.44533)  -0.075
C (0.85661, -1.60370, -1.46369)  -0.057
C (2.02322, 1.30093, -0.19297)  -0.026
C (-0.67567, 2.50854, 0.76480)  -0.103
C (-2.20486, -0.24822, 0.82377)  -0.329
P (-3.01206, -0.96570, -0.71197)  0.707
H (1.62470, -2.71931, 0.83072)  0.065
H (1.17403, -1.33774, 1.88520)  0.052
H (1.40161, -2.58161, -1.42458)  0.087
H (-0.14806, -1.84159, -1.66769)  0.014
H (1.33375, -1.03958, -2.32670)  0.100
H (1.92310, 2.29511, 0.16585)  0.040
H (2.21144, 1.57070, -1.27055)  0.115
H (2.71440, 0.87809, 0.39982)  0.042
H (0.37676, 2.81270, 1.29190)  0.133
H (-1.53434, 2.57686, 1.42863)  0.064
H (-0.87502, 3.06883, -0.10193)  0.056
H (-2.04007, -0.99451, 1.59947)  0.008
H (-2.93143, 0.55889, 0.96475)  -0.030
H (-2.61536, -2.29776, -0.49771)  -0.135
H (-2.14870, -0.89333, -1.83528)  -0.144

Atoms 1-6, force components in eV/Å:
C -0.02 -1.01 0.28
C -0.05 0.63 -1.40
C -1.40 0.00 -0.38
C -0.92 -3.37 0.03
C 2.54 -0.08 -0.59
C -3.46 1.89 -2.29

Output
- E (eV) = -17822.6021
- energy above the lowest of the compared OMol25 structures with the same formula, charge and spin (eV) = 4.432
- E_HOMO (hartree) = -0.3112
- gap between HOMO and LUMO (eV) = 9.207
- molar mass (g mol⁻¹) = 142.182